Entry 1:
A molecular structure, C4H6N2 at a distorted geometry, computed with the ωB97M-V functional and the def2-TZVPD basis.

```
12
Properties=species:S:1:pos:R:3:lowdin_charge:R:1
N -0.777 -1.309 0.792 0.0302
C 0.103 0.064 -1.063 -0.0042
C -0.954 -0.107 0.024 -0.3573
C -0.063 0.923 0.641 -0.1245
N 1.147 0.402 1.040 -0.0016
C 1.259 0.368 -0.347 -0.1960
H -0.958 -2.121 0.209 0.0731
H -0.021 0.012 -2.141 0.1078
H -1.970 0.209 -0.238 0.1408
H -0.265 1.993 0.759 0.1434
H 0.229 -1.177 1.060 0.0632
H 2.193 0.694 -0.792 0.1250
```

**LUMO**: 0.7 eV
**Orbital gap**: 8.55 eV
**Multiplicity**: 1

***

Entry 2:
C4H6N2 in the gas phase, computed with the ωB97M-V functional and the def2-TZVPD basis.

```
12
Properties=species:S:1:pos:R:3:lowdin_charge:R:1
N 2.948 -0.644 -1.110 0.1613
C 1.997 -0.474 -0.476 -0.1955
C 0.816 -0.188 0.347 -0.4753
C 0.539 1.308 0.220 0.2045
C -1.569 0.070 -0.115 -0.1388
N -0.397 -0.813 -0.197 -0.0630
H 1.004 -0.585 1.357 0.1347
H -1.443 0.733 0.756 0.0751
H 0.368 1.684 1.252 0.0162
H -1.753 0.651 -1.028 0.0881
H -2.455 -0.523 0.103 0.0803
H -0.258 -1.124 -1.151 0.1126
```

**LUMO (alpha / beta)**: -1.2 / -1.2 eV
**Orbital gap (alpha / beta)**: 8.30 / 8.30 eV
**Multiplicity**: 1

***

Entry 3:
C4H6N2 in the gas phase at a distorted geometry, computed with the ωB97M-V functional and the def2-TZVPD basis.

```
12
Properties=species:S:1:pos:R:3:lowdin_charge:R:1
C -1.367 -0.234 0.122 -0.2121
N -0.578 -1.236 0.041 0.0748
C 0.682 -0.685 -0.463 -0.2917
C 1.431 0.018 0.593 -0.0862
C 0.522 0.805 -0.324 -0.3153
N -0.831 1.049 -0.102 0.0178
H -2.340 -0.237 0.639 0.1219
H 1.086 -1.232 -1.361 0.1492
H 1.115 -0.141 1.650 0.1168
H 2.526 0.346 0.551 0.1216
H 1.006 1.375 -1.196 0.1585
H -1.139 1.772 0.579 0.1448
```

**SMILES**: C1=N[C@@H]2C[C@@H]2N1
**LUMO**: 1.0 eV
**Orbital gap**: 9.76 eV
**Multiplicity**: 1

***

Entry 4:
C4H6N2 in the gas phase at a distorted geometry, computed with the ωB97M-V functional and the def2-TZVPD basis.

```
12
Properties=species:S:1:pos:R:3:lowdin_charge:R:1
C -1.226 0.182 0.911 -0.0907
N -0.075 0.789 0.259 -0.1069
C 0.074 0.597 -1.187 -0.0804
C 0.862 -0.159 -0.215 -0.4161
C 2.323 -0.256 0.195 -0.0674
N 2.289 -1.416 0.400 0.1865
H -1.010 0.062 1.978 0.0874
H -1.467 -0.812 0.497 0.0843
H -2.091 0.837 0.795 0.0818
H 0.428 1.443 -1.762 0.1066
H -0.646 -0.057 -1.683 0.1124
H 0.539 -1.210 -0.188 0.1023
```

**SMILES**: CN1C[C@H]1C#N
**LUMO**: -0.1 eV
**Orbital gap**: 9.91 eV
**Multiplicity**: 1

***

Entry 5:
C4H6N2 in the gas phase at a distorted geometry, computed with the ωB97M-V functional and the def2-TZVPD basis.

```
12
Properties=species:S:1:pos:R:3:lowdin_charge:R:1
C 2.767 -0.781 0.018 0.1353
C 1.585 -0.450 -0.183 -0.1034
C 0.199 -0.199 -0.247 -0.3977
C -0.259 1.251 -0.115 -0.0723
N -0.633 -1.223 -0.227 0.0086
N -1.973 -0.945 -0.076 0.0014
H 3.816 -0.947 0.068 0.0175
H -0.337 1.525 1.021 0.1187
H 0.629 1.798 -0.252 0.0355
H -1.167 1.631 -0.740 0.1115
H -2.426 -1.662 0.432 0.0646
H -2.202 0.002 0.301 0.0803
```

**SMILES**: C#C/C(C)=N/N
**LUMO**: 0.8 eV
**Orbital gap**: 9.31 eV
**Multiplicity**: 1

***

Entry 6:
C4H6N2 in the gas phase at a distorted geometry, computed with the ωB97M-V functional and the def2-TZVPD basis.

```
12
Properties=species:S:1:pos:R:3:lowdin_charge:R:1
C 0.871 -0.843 -0.939 -0.0510
C 0.166 0.085 0.033 -0.3755
N -0.894 0.861 -0.621 -0.1053
C -1.835 1.473 0.052 0.0183
C -0.475 -0.741 1.077 -0.2073
N -0.911 -1.455 1.872 0.1729
H 0.126 -1.475 -1.434 0.0940
H 1.425 -0.277 -1.691 0.0869
H 1.557 -1.488 -0.387 0.0910
H 0.861 0.779 0.520 0.1518
H -1.039 0.643 -1.604 0.1178
H -1.466 1.503 1.102 0.0066
```

**LUMO**: 0.7 eV
**Orbital gap**: 9.41 eV
**Multiplicity**: 1

***

Entry 7:
C4H6N2 in the gas phase, computed with the ωB97M-V functional and the def2-TZVPD basis.

```
12
Properties=species:S:1:pos:R:3:lowdin_charge:R:1
C 1.621 -0.212 0.604 -0.0332
C 0.231 -0.069 0.070 -0.3255
C -0.794 0.755 0.477 -0.0519
C -1.852 0.493 -0.418 -0.1792
N -1.522 -0.426 -1.314 0.0147
N -0.255 -0.749 -0.999 -0.0059
H 2.039 -1.208 0.437 0.0753
H 2.299 0.518 0.151 0.0797
H 1.624 -0.032 1.681 0.0792
H -0.770 1.446 1.308 0.0974
H -2.841 0.932 -0.450 0.0958
H 0.220 -1.449 -1.548 0.1536
```

**SMILES**: Cc1ccn[nH]1
**LUMO**: 1.0 eV
**Orbital gap**: 10.02 eV
**Multiplicity**: 1

***

Entry 8:
C4H6N2 in the gas phase, computed with the ωB97M-V functional and the def2-TZVPD basis.

```
12
Properties=species:S:1:pos:R:3:lowdin_charge:R:1
C -1.751 -0.723 0.390 -0.0398
C -0.586 0.107 0.004 -0.2026
C 0.743 0.132 -0.653 -0.2342
N 2.028 -0.042 0.106 -0.2063
N 2.399 0.698 0.991 0.0561
C -0.065 1.278 -0.202 0.0378
H -2.648 -0.098 0.410 0.0813
H -1.903 -1.525 -0.339 0.0801
H -1.629 -1.180 1.377 0.0822
H 0.882 -0.184 -1.693 0.1208
H 2.624 -0.814 -0.268 0.1205
H -0.095 2.351 -0.122 0.1041
```

**LUMO**: 1.0 eV
**Orbital gap**: 8.70 eV
**Multiplicity**: 1

***

Q: Which value of multiplicity does entry 3 give?
A: 1